Molecular formula: C40H38Ge2N4O6RuS
Method: DFT, wB97M-V/def2-TZVPD

Spin multiplicity = 5
E_LUMO (spin up / spin down) = -0.94 / -2.85 eV
Strongest force on any atom = 2.52 eV Å⁻¹
Relative energy (zero: lowest compared OMol25 entry of this formula, charge and spin) = 2.285 eV

Each line ends with the Löwdin spin population.
Positions of all 92 atoms, in Å:
Ru: -0.398 1.331 0.369  2.4950
O: -0.136 6.146 -4.646  0.0019
C: -1.192 5.627 -4.329  0.0016
O: -2.371 5.800 -4.581  0.0013
C: -0.965 4.415 -3.302  0.0209
C: -2.052 3.802 -2.709  -0.0017
C: -1.838 2.763 -1.808  0.0138
N: -0.591 2.374 -1.453  0.0232
C: 0.459 3.015 -1.996  0.0168
C: 0.311 4.016 -2.952  -0.0001
C: 1.774 2.719 -1.417  0.0139
C: 2.958 2.705 -2.152  0.0025
C: 4.155 2.522 -1.486  0.0075
C: 4.131 2.406 -0.101  0.0018
C: 2.909 2.407 0.550  0.0166
N: 1.752 2.525 -0.091  0.0974
C: -2.963 2.147 -1.094  0.0071
C: -4.284 2.186 -1.552  0.0035
C: -5.296 1.707 -0.741  0.0010
C: -4.964 1.218 0.517  0.0031
C: -3.630 1.173 0.881  0.0105
N: -2.654 1.594 0.088  0.0726
H: -3.042 4.162 -2.939  -0.0004
H: 1.169 4.515 -3.375  0.0001
H: 2.925 2.809 -3.226  0.0005
H: 5.085 2.469 -2.033  0.0004
H: 5.045 2.309 0.463  0.0003
H: 2.843 2.330 1.629  0.0011
H: -4.505 2.597 -2.525  0.0006
H: -6.326 1.730 -1.070  0.0000
H: -5.720 0.882 1.206  0.0005
H: -3.342 0.791 1.851  0.0022
C: -4.856 -3.008 -1.991  0.0002
C: -3.941 -2.489 -0.926  0.0006
C: -2.835 -1.715 -1.258  0.0064
C: -1.975 -1.248 -0.280  0.0505
C: -2.251 -1.494 1.053  0.0389
C: -3.352 -2.260 1.397  0.0032
C: -4.187 -2.762 0.415  0.0011
S: -1.149 -1.065 2.451  0.1111
O: 0.913 -2.048 1.042  0.0262
O: -2.038 -1.110 3.608  0.0321
N: -0.823 0.553 2.116  0.4063
C: -0.755 1.463 3.178  0.0730
C: -1.332 2.881 2.644  0.0422
O: -2.137 3.444 3.347  0.0688
O: -0.814 3.216 1.561  0.1307
H: -4.327 -3.126 -2.934  0.0000
H: -5.682 -2.313 -2.146  -0.0001
H: -5.278 -3.969 -1.710  0.0001
H: -2.631 -1.494 -2.296  0.0006
H: -1.090 -0.668 -0.578  0.0306
H: -3.544 -2.456 2.440  0.0008
H: -5.032 -3.381 0.687  0.0002
H: 0.284 1.704 3.463  0.0272
H: -1.320 1.121 4.048  0.0000
C: 4.104 0.536 3.494  0.0022
Ge: 2.650 -0.770 2.981  0.0119
C: 3.493 -2.587 2.911  0.0036
C: 1.434 -0.849 4.566  0.0020
Ge: 1.445 -0.296 0.762  0.0729
C: 0.339 -3.051 0.360  0.0003
C: -0.326 -4.040 1.088  0.0045
C: -0.959 -5.074 0.427  0.0003
C: -0.938 -5.142 -0.957  0.0027
C: -0.273 -4.167 -1.681  -0.0003
C: 0.365 -3.129 -1.030  0.0020
C: 2.874 -0.511 -0.675  0.0176
C: 2.573 -0.379 -2.024  0.0021
C: 3.561 -0.494 -2.987  0.0003
C: 4.874 -0.715 -2.606  -0.0005
C: 5.191 -0.851 -1.265  0.0012
C: 4.193 -0.749 -0.312  0.0037
H: 4.687 0.102 4.302  0.0003
H: 3.687 1.473 3.850  0.0001
H: 4.778 0.755 2.671  0.0000
H: 3.909 -2.801 3.894  0.0006
H: 4.291 -2.652 2.178  0.0000
H: 2.755 -3.344 2.674  0.0001
H: 1.932 -1.428 5.340  0.0001
H: 0.486 -1.333 4.349  0.0010
H: 1.223 0.134 4.972  0.0008
H: -0.329 -3.986 2.167  0.0016
H: -1.470 -5.835 1.000  0.0000
H: -1.438 -5.951 -1.469  0.0002
H: -0.254 -4.215 -2.762  -0.0001
H: 0.891 -2.363 -1.580  0.0003
H: 1.549 -0.175 -2.329  0.0015
H: 3.310 -0.412 -4.035  0.0001
H: 5.649 -0.777 -3.356  0.0000
H: 6.211 -1.043 -0.960  0.0001
H: 4.436 -0.853 0.737  0.0008

Molecular formula: C40H38N12O6S2SeTb
Method: DFT, wB97M-V/def2-TZVPD

Spin multiplicity = 7
E_LUMO (spin up / spin down) = -3.00 / -3.00 eV
Strongest force on any atom = 1.96 eV Å⁻¹
Net charge = +1
Relative energy (zero: lowest compared OMol25 entry of this formula, charge and spin) = 2.135 eV

Each line ends with the Löwdin spin population.
Positions of all 100 atoms, in Å:
Tb: -0.211 -0.423 -0.996  6.0193
N: -3.733 -3.827 5.938  0.0000
C: -3.403 -2.955 4.923  0.0000
C: -4.385 -2.180 4.300  0.0000
C: -4.050 -1.288 3.299  0.0000
C: -2.717 -1.139 2.925  -0.0001
C: -1.730 -1.919 3.534  0.0001
C: -2.066 -2.808 4.527  0.0000
S: -2.296 -0.202 1.536  0.0013
O: -1.086 0.575 1.732  0.0016
O: -3.476 0.580 1.226  0.0003
N: -1.836 -1.262 0.390  -0.0023
C: -2.817 -1.891 -0.404  0.0009
N: -2.300 -2.357 -1.551  -0.0015
C: -3.194 -2.833 -2.421  -0.0002
C: -4.543 -2.891 -2.163  0.0000
C: -4.938 -2.457 -0.910  0.0001
N: -4.087 -1.961 -0.016  -0.0001
H: -4.698 -4.067 6.076  0.0000
H: -3.067 -4.525 6.214  0.0000
H: -5.422 -2.292 4.600  0.0000
H: -4.814 -0.708 2.798  0.0000
H: -0.693 -1.811 3.234  0.0000
H: -1.297 -3.403 5.009  0.0000
H: -2.790 -3.195 -3.361  0.0000
H: -5.245 -3.276 -2.890  0.0000
H: -5.980 -2.503 -0.610  0.0000
O: 4.792 -0.761 4.538  0.0000
C: 4.108 -1.948 4.179  0.0001
C: 3.096 -1.622 3.117  0.0003
C: 2.359 -2.637 2.521  -0.0003
C: 1.450 -2.311 1.539  -0.0001
N: 1.238 -1.059 1.121  -0.0067
C: 1.908 -0.077 1.733  -0.0002
C: 2.851 -0.320 2.719  -0.0003
C: 1.579 1.319 1.319  0.0002
C: 1.729 2.372 2.191  -0.0001
C: 1.283 3.637 1.824  0.0003
C: 1.379 4.778 2.804  0.0000
O: 2.613 4.786 3.507  0.0000
C: 0.746 3.803 0.558  0.0000
C: 0.682 2.702 -0.277  0.0008
N: 1.064 1.481 0.094  -0.0006
H: 5.402 -0.951 5.256  0.0000
H: 3.586 -2.384 5.032  0.0000
H: 4.791 -2.704 3.790  0.0000
H: 2.495 -3.676 2.802  0.0000
H: 0.856 -3.083 1.069  0.0000
H: 3.414 0.489 3.163  0.0000
H: 2.148 2.219 3.177  0.0000
H: 0.609 4.657 3.563  0.0000
H: 1.189 5.722 2.294  0.0000
H: 3.315 5.056 2.905  0.0000
H: 0.380 4.767 0.217  0.0000
H: 0.319 2.794 -1.298  0.0001
O: 0.507 0.864 -2.699  -0.0064
N: 0.713 0.373 -3.850  -0.0016
N: 0.419 -0.857 -3.965  0.0006
O: -0.049 -1.595 -2.956  -0.0036
C: 0.663 -1.510 -5.250  -0.0004
C: 0.770 -0.771 -6.416  -0.0001
C: 1.009 -1.441 -7.604  -0.0001
C: 1.127 -2.827 -7.625  0.0001
C: 1.005 -3.544 -6.446  0.0000
C: 0.768 -2.884 -5.245  0.0001
H: 0.669 0.306 -6.393  0.0000
H: 1.095 -0.874 -8.522  0.0000
H: 1.301 -3.343 -8.561  0.0000
H: 1.094 -4.624 -6.450  0.0000
H: 0.655 -3.432 -4.325  0.0000
C: -3.975 4.109 1.366  0.0000
C: -3.275 3.996 0.049  0.0000
C: -2.748 5.018 -0.668  -0.0003
C: -2.066 4.713 -1.880  0.0000
N: -1.954 3.470 -2.350  -0.0004
C: -2.520 2.478 -1.660  -0.0001
S: -2.525 0.830 -2.194  -0.0033
N: -3.161 2.742 -0.468  -0.0002
C: -1.407 5.802 -2.681  0.0000
H: -4.089 5.152 1.651  0.0000
H: -3.407 3.586 2.140  0.0000
H: -4.961 3.643 1.316  0.0000
H: -2.833 6.035 -0.310  0.0000
H: -3.399 1.924 0.110  0.0000
H: -1.994 6.721 -2.660  0.0000
H: -1.266 5.475 -3.708  0.0000
H: -0.422 6.034 -2.261  0.0000
Se: 1.927 -2.977 -1.732  0.0012
N: 2.220 -1.204 -1.507  0.0002
C: 3.471 -1.064 -1.168  0.0004
C: 4.107 0.209 -0.903  -0.0001
C: 5.415 0.209 -0.599  0.0002
C: 6.195 -1.019 -0.517  -0.0001
C: 5.650 -2.224 -0.742  0.0001
C: 4.241 -2.296 -1.072  0.0000
N: 3.599 -3.412 -1.304  0.0008
H: 3.527 1.119 -0.972  0.0000
H: 5.918 1.152 -0.413  0.0000
H: 7.248 -0.947 -0.272  0.0000
H: 6.227 -3.138 -0.679  0.0000

Molecular formula: C40H39Cl2FN3O7P2Sc
Method: DFT, wB97M-V/def2-TZVPD

E_LUMO (spin up / spin down) = -0.96 / -0.25 eV
Strongest force on any atom = 7.01 eV Å⁻¹

Each line ends with the Löwdin charge.
Positions of all 95 atoms, in Å:
Sc: 0.522 1.027 0.204  0.6197
C: -6.383 -1.667 2.390  -0.0532
C: -5.760 -2.322 1.148  -0.3062
C: -6.830 -2.332 0.049  -0.1566
C: -6.293 -3.008 -1.197  -0.1490
C: -5.011 -2.358 -1.623  -0.1382
C: -4.622 -2.434 -2.970  0.0558
C: -3.429 -1.857 -3.387  -0.2571
F: -3.080 -1.932 -4.678  0.0761
C: -2.600 -1.213 -2.486  0.0771
C: -2.973 -1.151 -1.137  -0.0195
C: -2.056 -0.486 -0.178  -0.2203
O: -1.060 0.093 -0.595  -0.1077
C: -2.396 -0.578 1.249  -0.0052
C: -3.572 -1.133 1.570  0.0397
N: -4.534 -1.624 0.694  0.0287
C: -4.183 -1.719 -0.677  -0.0645
C: -1.427 -0.072 2.313  -0.5486
O: -1.834 -0.166 3.512  -0.0050
O: -0.323 0.368 1.894  -0.1367
H: -7.358 -2.112 2.620  0.0832
H: -6.526 -0.591 2.245  0.0954
H: -5.760 -1.811 3.279  0.0734
H: -5.496 -3.357 1.401  0.1554
H: -7.137 -1.304 -0.188  0.1359
H: -7.726 -2.865 0.390  0.1223
H: -7.043 -2.934 -1.993  0.1219
H: -6.108 -4.072 -1.007  0.1284
H: -5.244 -2.937 -3.704  0.1288
H: -1.667 -0.773 -2.824  0.1145
H: -3.825 -1.220 2.623  0.1321
C: 1.482 -5.807 -1.100  -0.0911
C: 0.555 -5.012 -1.768  -0.0808
C: 0.556 -3.627 -1.583  -0.0758
C: 1.484 -3.012 -0.726  -0.3356
C: 2.410 -3.831 -0.060  -0.0770
C: 2.410 -5.217 -0.246  -0.0800
P: 1.416 -1.198 -0.538  1.1676
C: 2.073 -0.963 1.153  -0.4045
C: 1.241 -1.311 2.234  -0.1160
C: 1.669 -1.162 3.556  -0.0609
C: 2.936 -0.655 3.823  -0.1129
C: 3.774 -0.301 2.770  -0.1029
C: 3.346 -0.454 1.447  -0.1322
C: 2.733 -0.564 -1.642  -0.2562
C: 3.606 -1.402 -2.354  -0.0701
C: 4.588 -0.876 -3.196  -0.0776
C: 4.714 0.501 -3.350  -0.0289
C: 3.855 1.372 -2.670  -0.1769
C: 3.967 2.765 -2.821  -0.0331
C: 3.108 3.630 -2.143  -0.0832
C: 2.127 3.111 -1.306  -0.2056
C: 2.010 1.731 -1.152  -0.1596
C: 2.859 0.837 -1.817  -0.1890
H: 1.482 -6.884 -1.243  0.1013
H: -0.173 -5.469 -2.434  0.1028
H: -0.180 -3.029 -2.118  0.0998
H: 3.154 -3.404 0.609  0.1105
H: 3.137 -5.832 0.278  0.1028
H: 0.244 -1.710 2.054  0.1194
H: 1.009 -1.441 4.373  0.1121
H: 3.271 -0.536 4.850  0.0970
H: 4.764 0.098 2.974  0.1053
H: 4.036 -0.169 0.657  0.1218
H: 3.543 -2.484 -2.276  0.0956
H: 5.253 -1.546 -3.735  0.0995
H: 5.485 0.889 -4.012  0.1088
H: 4.728 3.187 -3.474  0.1036
H: 3.205 4.705 -2.269  0.1024
H: 1.450 3.768 -0.770  0.0616
N: 1.763 5.864 1.220  0.0562
C: 2.535 4.710 0.770  -0.2729
P: 2.053 3.166 1.707  0.7464
O: 2.840 2.012 1.030  -0.3762
O: 0.409 2.752 1.324  -0.4235
C: 2.334 2.945 3.542  -0.2483
N: 1.538 3.892 4.316  0.0466
H: 2.024 6.695 0.641  0.1617
H: 1.979 6.074 2.218  0.0452
H: 0.741 5.676 1.106  0.1536
H: 3.621 4.901 0.913  0.1165
H: 2.342 4.536 -0.311  0.0331
H: 3.413 3.084 3.766  0.1064
H: 2.043 1.908 3.817  0.1047
H: 1.842 4.869 4.112  0.0449
H: 1.683 3.705 5.335  0.1592
H: 0.524 3.776 4.089  0.1532
Cl: -0.168 3.512 -4.455  0.5790
C: -1.266 3.101 -3.107  -0.9789
Cl: -2.868 2.630 -3.744  0.5729
C: -0.670 1.987 -2.219  -0.6930
O: -0.436 0.866 -2.761  -0.0398
O: -0.473 2.325 -1.009  -0.1242
H: -1.411 4.015 -2.524  0.0570
H: 2.010 0.845 1.306  0.1374